Record 1
Density functional theory data (ωB97M-V/def2-TZVPD) for C25H64BeFIN4NaNbO11S as an isolated structure.

Geometry as XYZ:
```
110
Properties=species:S:1:pos:R:3:forces:R:3
C -3.1093 -7.4629 -4.1447 0.256 0.732 -0.519
C -2.2732 -6.2790 -3.6552 -0.719 -0.260 0.294
C -1.8101 -6.3999 -2.2030 0.933 -0.078 -0.827
C -0.6127 -5.4550 -1.9408 -0.013 -1.604 1.308
O -0.8620 -4.3231 -1.1686 -0.245 1.612 -2.076
Nb -1.0984 -2.5136 -2.0759 -1.019 -2.367 3.229
I 1.1821 -2.7076 -3.7657 0.745 1.461 -0.304
H -2.4893 -8.3324 -4.3406 0.026 -0.309 0.340
H -3.9382 -7.6912 -3.4891 -0.120 -0.189 0.179
H -3.5079 -7.1791 -5.1156 -0.309 -0.104 -0.107
H -2.8296 -5.3536 -3.7497 -0.164 0.144 -0.141
H -1.4306 -6.1868 -4.3438 0.316 0.060 0.142
H -1.4330 -7.4189 -2.0794 -0.006 -0.147 0.124
H -2.6110 -6.2817 -1.4848 -0.173 0.290 0.102
H 0.1168 -6.0658 -1.3510 0.123 0.086 -0.089
H -0.1321 -5.3043 -2.9098 0.133 0.551 -0.059
H 0.0145 -1.6262 -0.8827 0.111 0.760 -0.527
H -1.4413 -0.9442 -2.9574 0.355 0.037 -0.289
H -2.2272 -3.2965 -3.3089 0.069 0.575 -0.503
H -2.4460 -2.0633 -1.0038 0.648 0.018 -0.485
C -3.6345 2.0391 -0.1904 0.061 -0.001 -0.040
C -3.7492 0.6215 0.3084 0.089 -0.003 -0.042
O -3.2276 -0.3175 -0.2806 -0.179 0.257 0.130
N -4.4538 0.4129 1.4455 -0.007 0.252 -0.166
C -5.1337 1.3967 2.2691 0.031 -0.561 0.158
H -3.0446 2.0445 -1.1010 0.039 -0.092 -0.007
H -4.6218 2.4457 -0.4126 0.011 0.095 0.085
H -3.1348 2.6626 0.5529 -0.088 0.057 0.018
H -4.4885 -0.5526 1.7264 -0.013 -0.041 0.053
H -4.7111 1.3667 3.2743 -0.055 0.218 0.032
H -6.1940 1.1433 2.3257 -0.038 0.178 0.041
H -5.0245 2.3965 1.8669 0.058 -0.002 -0.039
Be 1.1393 -0.0190 -3.3727 0.795 2.509 0.759
C 1.3114 4.0884 4.8342 -0.077 0.138 0.343
C 0.3918 3.7690 3.6231 1.892 -0.053 1.028
C 0.6312 4.7709 2.4903 -0.440 0.419 -0.305
C 0.0378 6.1500 2.7548 0.011 -0.086 0.011
C -1.4443 6.0294 3.0939 0.379 -0.097 -0.507
C -1.7081 5.0651 4.2498 -0.272 1.386 1.696
N -1.0339 3.7459 4.0618 -0.374 0.545 -2.340
O -1.7100 3.0741 3.1951 -0.566 -0.932 0.206
C -1.2451 5.7319 5.5595 0.368 0.033 0.099
C -3.2140 4.8988 4.4227 -0.234 -0.546 -0.339
C 0.8584 2.4020 3.1309 -0.589 -0.406 -0.281
H 1.9570 4.9466 4.6456 -0.037 0.044 0.010
H 0.7598 4.2790 5.7501 -0.080 0.081 -0.058
H 1.9564 3.2450 5.0770 0.049 -0.046 -0.190
H 0.1985 4.3846 1.5625 -0.086 -0.121 0.072
H 1.7022 4.8640 2.3043 0.051 -0.173 0.126
H 0.5836 6.6531 3.5580 -0.044 -0.014 0.035
H 0.1581 6.7729 1.8670 0.027 0.017 0.005
H -1.8402 7.0165 3.3392 -0.126 -0.075 0.182
H -1.9842 5.6952 2.2022 0.001 -0.133 0.035
H -1.3096 5.0391 6.3991 0.001 -0.023 0.007
H -1.8775 6.5853 5.7992 -0.137 -0.034 -0.112
H -0.2293 6.1189 5.5110 0.037 -0.078 0.003
H -3.7008 4.5535 3.5123 0.077 -0.123 -0.013
H -3.6682 5.8530 4.6838 0.167 0.096 0.047
H -3.4422 4.1929 5.2217 0.007 -0.049 -0.002
H 0.6733 1.6302 3.8795 -0.029 0.007 0.039
H 1.9296 2.4326 2.9352 0.035 0.175 0.099
H 0.3734 2.1030 2.2037 -0.110 0.014 0.040
O 3.6813 -4.3984 -5.6512 -0.119 -0.159 -0.158
S 3.9072 -5.7589 -5.2483 -0.006 -0.763 -0.068
O 5.0977 -6.1455 -4.5771 0.184 0.274 0.207
O 3.6759 -6.7040 -6.5050 -0.381 0.254 0.056
C 4.4330 -6.4263 -7.7218 0.621 0.012 -0.649
C 5.8691 -6.8935 -7.6223 0.047 0.058 0.399
C 2.5236 -6.3155 -4.2983 0.063 -0.106 0.012
H 4.3812 -5.3624 -7.9658 -0.062 0.031 0.233
H 3.9269 -6.9667 -8.5189 -0.261 -0.101 0.236
H 6.4248 -6.3090 -6.8906 0.022 0.044 -0.036
H 6.3670 -6.7912 -8.5849 -0.091 0.003 -0.062
H 5.9121 -7.9353 -7.3074 -0.031 -0.046 -0.103
H 1.5983 -6.0646 -4.8096 -0.112 -0.072 0.106
H 2.5647 -5.8055 -3.3383 0.001 0.175 -0.069
H 2.6072 -7.3912 -4.1634 0.002 -0.021 -0.111
C -2.8374 7.0675 11.4508 0.032 0.208 0.188
O -2.6710 6.5327 10.1359 0.098 0.238 0.029
C -3.1613 5.3081 9.9828 0.142 0.192 -0.200
O -3.7045 4.6553 10.8267 -0.223 -0.283 0.334
O -2.9429 4.9320 8.7252 0.043 -0.095 -0.275
C -3.4229 3.6230 8.4172 -0.033 -0.198 -0.160
H -2.4005 8.0612 11.4467 0.055 -0.005 -0.188
H -3.8926 7.1466 11.7030 -0.016 -0.130 0.035
H -2.3163 6.4555 12.1836 -0.096 -0.095 0.011
H -4.5014 3.5671 8.5500 0.003 -0.022 0.133
H -2.9244 2.8759 9.0313 -0.083 0.014 0.111
H -3.1864 3.4351 7.3741 0.094 0.161 -0.027
O 3.0470 -1.2949 -6.1232 -0.737 -1.119 -0.101
H 3.6276 -2.0643 -6.2117 0.061 0.393 0.226
C 4.4020 3.4414 -5.0355 -0.052 0.158 0.337
C 3.7938 2.0878 -4.7739 -0.001 -0.453 0.021
O 3.2013 1.8542 -3.7067 1.321 -0.933 -1.157
N 3.9156 1.1544 -5.7299 -0.010 0.948 0.501
C 4.5737 1.2819 -7.0129 -0.296 -0.224 0.262
H 4.2217 4.0820 -4.1778 -0.057 -0.033 0.050
H 5.4780 3.3511 -5.1825 0.005 0.047 -0.125
H 3.9452 3.8986 -5.9128 0.097 0.008 -0.062
H 3.4892 0.2517 -5.5154 0.162 -0.615 -0.554
H 3.8485 1.0836 -7.8011 0.095 -0.004 -0.140
H 5.3693 0.5400 -7.0787 0.058 0.019 -0.138
H 4.9944 2.2731 -7.1502 0.007 0.017 0.020
N 2.4589 -7.4356 -0.0006 -0.074 0.112 0.038
H 1.6382 -6.8320 0.1387 0.022 -0.002 -0.036
H 3.2010 -6.8969 -0.4531 0.020 0.044 0.025
H 2.7938 -7.7843 0.9004 -0.009 0.017 0.043
H 2.1999 -8.2239 -0.5958 -0.040 -0.034 -0.002
F 1.3118 2.2939 -2.7071 -2.369 -3.124 0.006
Na 1.5829 -4.2997 -6.8035 0.351 1.112 0.096
```
Forces are in eV/Å.

Calculated values
<S²> ... 0.754
Charge ... +1
2S+1 ... 2



Record 2
Density functional theory data (ωB97M-V/def2-TZVPD) for C25H64HgO27S8 as an isolated structure.

Geometry as XYZ:
```
125
Properties=species:S:1:pos:R:3:forces:R:3
Hg -31.8107 -16.3237 28.3785 1.074 -0.955 -1.412
C -30.1979 -17.8347 26.7680 -0.396 1.004 0.802
O -30.6275 -18.2472 27.9469 0.508 -0.812 0.540
O -29.2426 -18.3264 26.1414 -0.311 -0.332 0.100
O -30.8507 -16.7624 26.3787 0.065 0.458 -0.689
O -30.4707 -21.5429 21.7010 -0.599 0.573 0.391
S -31.5311 -20.9670 22.4811 0.084 0.380 1.248
O -32.8683 -20.8464 21.9638 0.560 -0.023 0.148
O -31.5681 -21.9139 23.8178 0.379 0.329 -0.721
C -32.6555 -21.7166 24.7200 -0.640 -0.784 0.362
C -33.7323 -22.7610 24.4117 -0.194 0.936 -0.117
C -30.9961 -19.3926 23.3107 -0.253 -1.589 -0.491
H -32.9820 -20.6757 24.7074 -0.261 -0.104 -0.128
H -32.3196 -21.9252 25.7378 0.579 0.136 -0.145
H -33.2434 -23.7143 24.2278 -0.056 -0.054 0.007
H -34.2863 -22.4419 23.5289 0.012 -0.266 -0.090
H -34.4362 -22.8539 25.2410 0.063 -0.029 0.030
H -30.4088 -18.8572 22.5728 -0.038 0.222 0.133
H -30.4355 -19.7655 24.1649 0.419 0.301 -0.124
H -31.8414 -18.8324 23.7006 -0.131 0.051 -0.420
O -30.6551 -14.3038 27.8019 -0.002 0.660 0.186
S -29.9924 -13.7612 26.6354 0.631 0.077 -1.078
O -30.6448 -13.8521 25.3567 0.465 0.229 0.909
O -29.6496 -12.2341 26.9652 0.437 -1.065 0.541
C -30.1169 -11.1476 26.1835 -0.886 0.908 -0.840
C -31.5319 -10.7763 26.5988 0.122 -0.378 -0.186
C -28.2972 -14.3730 26.5736 -0.308 -0.283 -0.340
H -30.0619 -11.3386 25.1076 -0.073 -0.491 0.152
H -29.4359 -10.3077 26.3316 0.120 -0.253 0.453
H -31.8523 -9.9030 26.0301 -0.056 0.101 0.259
H -31.5760 -10.6263 27.6769 0.008 0.357 -0.047
H -32.2247 -11.5900 26.3760 0.070 -0.016 -0.146
H -28.2765 -15.4350 26.3221 -0.468 -0.059 0.193
H -27.7858 -14.2103 27.5193 -0.217 0.197 0.073
H -27.7840 -13.8719 25.7540 -0.114 0.278 0.110
O -28.8142 -16.5892 32.0650 -0.590 0.372 -1.152
S -28.8306 -16.1666 30.6842 3.378 -0.926 0.224
O -30.0300 -16.0475 29.9221 -0.478 0.529 0.502
O -28.0550 -14.7474 30.5810 -1.549 -0.618 -0.317
C -27.0058 -14.5363 31.4997 1.680 0.973 1.077
C -26.2859 -13.2258 31.1740 0.178 -0.161 -0.059
C -27.6600 -17.2180 29.7249 -1.386 0.169 0.470
H -26.2429 -15.3205 31.4717 -0.373 -0.301 -0.316
H -27.3222 -14.4635 32.5420 -0.548 -0.324 -0.205
H -26.2215 -13.0674 30.0975 -0.018 0.046 0.019
H -25.2675 -13.3085 31.5585 0.026 -0.020 -0.072
H -26.7051 -12.3472 31.6614 -0.349 -0.081 -0.185
H -28.1984 -18.1522 29.5753 0.015 -0.042 0.041
H -26.7617 -17.4022 30.3054 -0.020 0.157 0.072
H -27.4673 -16.7904 28.7438 -0.048 0.247 0.099
O -29.4647 -14.4066 21.7513 -0.269 -0.509 -0.059
S -29.5268 -15.8236 21.9892 1.546 -0.882 0.098
O -30.7002 -16.6053 21.7235 0.302 0.472 -0.123
O -28.3214 -16.5666 21.1579 -1.355 0.807 0.289
C -27.1572 -15.7788 20.8303 0.430 0.042 -0.148
C -27.1124 -15.4939 19.3380 -0.139 -0.395 -0.356
C -29.0021 -16.1907 23.6515 -0.559 0.148 -0.362
H -26.3494 -16.4213 21.1777 0.294 0.332 -0.104
H -27.1559 -14.8342 21.3733 -0.041 -0.159 0.205
H -28.1131 -15.2037 19.0163 0.034 0.009 -0.063
H -26.8006 -16.3718 18.7695 -0.247 -0.130 0.075
H -26.4263 -14.7080 19.0211 0.060 0.152 0.501
H -29.8644 -15.8902 24.2471 0.188 -0.099 0.330
H -28.0894 -15.6680 23.9267 -0.030 0.179 -0.246
H -28.8385 -17.2613 23.7403 -0.169 -0.027 -0.027
O -25.5381 -15.9495 24.2666 0.053 -0.295 0.796
S -24.9334 -16.9119 25.1517 -0.239 -0.827 -0.238
O -23.5590 -17.2824 24.9360 -0.555 0.391 0.451
O -25.1613 -16.3728 26.6726 0.087 0.313 -1.292
C -24.2689 -16.8599 27.6811 0.267 -0.623 0.530
C -24.4000 -15.8953 28.8449 0.022 0.696 -1.267
C -25.9401 -18.3868 25.2709 -0.443 0.875 0.417
H -23.2533 -16.8760 27.2831 -0.054 0.003 0.076
H -24.5609 -17.8853 27.9339 0.021 0.065 0.067
H -25.4540 -15.7498 29.0759 0.078 -0.276 0.498
H -24.0988 -14.9394 28.4046 0.189 0.133 0.407
H -23.7531 -16.1250 29.6866 -0.214 -0.157 0.099
H -25.9992 -18.9214 24.3275 0.407 -0.042 0.005
H -26.9404 -18.0374 25.5451 -0.051 -0.002 -0.131
H -25.5920 -18.9665 26.1263 0.240 -0.237 -0.375
O -33.5750 -17.7849 27.8005 -1.242 -0.771 0.082
S -34.1392 -19.1203 27.9883 -0.218 -2.105 -0.168
O -35.1445 -19.3811 28.9880 0.689 0.937 -0.312
O -34.7360 -19.7051 26.5940 0.923 0.265 1.399
C -35.9179 -19.0879 25.9945 1.572 0.634 -1.195
C -36.0005 -19.7245 24.6106 -0.265 -0.391 0.678
C -32.7779 -20.2998 28.1814 0.285 0.345 -0.244
H -35.5573 -18.0744 25.7995 -0.801 0.333 0.376
H -36.7958 -19.1425 26.6300 0.076 -0.158 0.079
H -36.1033 -20.8085 24.6782 -0.231 0.022 0.037
H -35.0689 -19.5450 24.0775 -0.123 0.234 -0.153
H -36.8571 -19.3055 24.0853 0.105 -0.034 -0.180
H -32.1738 -20.1064 29.0683 -0.404 0.601 0.091
H -32.0915 -20.1350 27.3531 -0.121 -0.012 -0.101
H -33.0896 -21.3390 28.2598 -0.628 0.196 -0.295
O -26.2215 -20.1249 28.1278 0.067 -0.449 1.772
S -26.9871 -21.0796 28.8981 -2.512 -0.188 -1.578
O -26.4896 -22.3610 29.3227 0.211 0.833 -0.123
O -27.6899 -20.3533 30.1858 1.328 0.135 -1.004
C -28.3828 -21.1568 31.1476 -0.553 0.300 0.583
C -29.8655 -20.7619 31.1647 -0.483 -1.262 -0.833
C -28.5227 -21.2703 27.8941 1.243 0.321 1.182
H -27.8779 -20.9911 32.0984 -0.083 0.034 0.011
H -28.3341 -22.2199 30.9158 0.392 0.063 -0.084
H -30.3713 -20.9978 32.1001 0.292 0.398 0.249
H -30.3395 -21.4672 30.4693 -0.172 0.145 -0.048
H -30.1484 -19.7922 30.7591 0.498 0.324 0.439
H -28.7911 -20.2508 27.6093 0.016 -0.066 -0.280
H -29.2841 -21.6637 28.5629 -0.017 -0.368 -0.237
H -28.2357 -21.9073 27.0657 -0.216 -0.012 -0.073
O -26.2138 -22.2390 25.5565 0.190 -0.435 -0.428
S -26.8156 -22.5478 24.2830 -1.119 0.809 -0.161
O -26.0869 -22.4803 23.0466 -0.339 -0.496 1.004
O -27.5081 -24.0243 24.3823 0.930 0.744 -0.207
C -28.0642 -24.3604 25.6697 -1.410 0.842 0.044
C -28.5957 -25.7714 25.6716 1.228 -0.614 0.359
C -28.2623 -21.4477 24.1729 0.560 -0.924 -0.319
H -28.9431 -23.7133 25.7973 0.051 0.109 0.093
H -27.3851 -24.0837 26.4741 0.311 -0.506 -0.101
H -28.8906 -26.0625 26.6814 -0.297 0.328 0.021
H -27.7698 -26.4593 25.4691 -0.151 -0.046 -0.382
H -29.4168 -25.9398 24.9815 0.053 0.120 -0.092
H -28.5812 -21.4049 23.1345 0.012 -0.075 -0.004
H -28.0003 -20.4621 24.5501 0.106 -0.091 0.152
H -29.0378 -21.9195 24.7719 -0.113 0.249 0.041
```
Forces are in eV/Å.

Calculated values
Energy above the lowest of the compared OMol25 structures with the same formula, charge and spin ... 1.152 eV



| no. | F_max (eV/Å) | frontier orbital gap (eV) | calculated total energy (a.u.) |
| --- | --- | --- | --- |
| 1 | 4.13 | 4.6 | -3066.70702 |
| 2 | 3.51 | 6.4 | -6361.17765 |